Entry 1:
Computed, not measured: a cluster of 4 separate species, C16H44N4O4 in total in a non-equilibrium geometry, with ωB97M-V/def2-TZVPD.

Each line ends with the Mulliken charge.
Element x y z (Å)
C1 4.795 -0.593 -11.815  -0.7181
O1 3.945 0.428 -11.484  -0.3379
C2 4.076 0.889 -10.117  -0.6168
C3 5.166 2.020 -10.045  0.4789
C4 5.509 2.450 -8.621  -1.4612
N1 4.579 3.186 -10.693  -0.7047
H1 4.795 -0.656 -12.903  0.2462
H2 4.261 -1.474 -11.459  0.2889
H3 5.828 -0.528 -11.473  0.3158
H4 3.086 1.265 -9.858  0.3067
H5 4.139 0.121 -9.346  0.3513
H6 5.938 1.809 -10.785  0.2947
H7 6.122 3.341 -8.485  0.4054
H8 6.091 1.686 -8.107  0.3548
H9 4.614 2.697 -8.049  0.2991
H10 4.399 3.039 -11.676  0.2631
H11 3.711 3.545 -10.321  0.2337
C5 -8.512 4.416 3.869  -0.7026
O2 -8.990 3.130 3.523  -0.3245
C6 -10.012 2.619 4.206  -0.6364
C7 -10.206 1.067 4.077  0.4098
C8 -10.480 0.681 2.628  -1.3897
N2 -11.347 0.451 4.764  -0.6563
H12 -7.434 4.552 3.785  0.2454
H13 -8.755 4.614 4.913  0.3107
H14 -8.996 5.218 3.311  0.2764
H15 -9.787 2.818 5.254  0.3651
H16 -10.914 3.164 3.925  0.2844
H17 -9.270 0.681 4.480  0.2497
H18 -9.729 1.145 1.988  0.3384
H19 -11.468 0.931 2.243  0.3617
H20 -10.377 -0.398 2.515  0.3617
H21 -11.481 1.004 5.599  0.2396
H22 -12.180 0.513 4.195  0.2665
C9 3.207 -5.327 4.142  -0.6639
O3 3.617 -4.211 4.790  -0.3053
C10 4.541 -4.343 5.812  -0.6460
C11 4.119 -5.196 7.104  0.2840
C12 2.826 -4.596 7.634  -1.1777
N3 5.055 -5.311 8.172  -0.6189
H23 2.301 -5.019 3.621  0.2193
H24 3.008 -6.161 4.815  0.2831
H25 3.932 -5.679 3.408  0.2997
H26 5.502 -4.655 5.403  0.3604
H27 4.716 -3.353 6.233  0.2347
H28 3.898 -6.228 6.833  0.2377
H29 3.041 -3.648 8.126  0.3738
H30 2.377 -5.288 8.347  0.3266
H31 2.165 -4.402 6.790  0.3210
H32 5.928 -5.769 7.951  0.2251
H33 5.122 -4.394 8.590  0.2461
C13 -1.195 1.922 0.841  -0.7580
O4 0.135 2.243 0.585  -0.2984
C14 0.904 1.331 -0.178  -0.6275
C15 2.448 1.717 -0.063  0.4407
C16 3.328 0.913 -1.071  -1.4320
N4 2.921 1.382 1.220  -0.7492
H34 -1.742 2.687 1.391  0.2611
H35 -1.236 1.049 1.493  0.3205
H36 -1.806 1.810 -0.054  0.2987
H37 0.666 0.334 0.194  0.3451
H38 0.711 1.292 -1.250  0.3000
H39 2.734 2.766 -0.145  0.2972
H40 2.984 1.150 -2.078  0.3692
H41 3.247 -0.174 -1.062  0.3204
H42 4.400 1.076 -0.964  0.3936
H43 2.682 0.420 1.414  0.2506
H44 2.349 1.831 1.920  0.2682

The HOMO energy comes out at -8.83 eV. Its energy above the lowest of the compared OMol25 structures with the same formula, charge and spin is 272.6 kJ/mol. The orbital gap is 9.601 eV. As for the SMILES: COC[C@H](C)N.COC[C@H](C)N.COC[C@H](C)N.COC[C@H](C)N.

Entry 2:
Computed, not measured: a cluster of 4 separate species, C16H44N4O4 in total in a non-equilibrium geometry, with ωB97M-V/def2-TZVPD.

Each line ends with the Mulliken charge.
Element x y z (Å)
C1 2.917 5.341 -4.724  -1.0662
C2 1.816 4.586 -3.896  0.0136
C3 2.353 4.439 -2.456  -0.4035
O1 3.548 3.671 -2.419  -0.2233
C4 4.062 3.507 -1.113  -0.5928
N1 0.502 5.210 -4.032  -0.5378
H1 2.903 5.539 -5.796  0.3841
H2 3.704 4.588 -4.690  0.3011
H3 3.176 6.204 -4.111  0.3199
H4 1.826 3.543 -4.210  0.3833
H5 1.559 3.969 -1.877  0.2192
H6 2.393 5.446 -2.039  0.4181
H7 3.914 4.215 -0.297  0.3427
H8 5.142 3.396 -1.214  0.2965
H9 3.679 2.543 -0.778  0.2311
H10 0.320 5.308 -5.020  0.3346
H11 0.738 6.131 -3.691  0.3307
C5 3.921 -5.954 2.902  -1.3974
C6 2.420 -6.185 2.705  0.6015
C7 2.000 -6.353 1.208  -0.7224
O2 2.285 -5.228 0.420  -0.3647
C8 1.491 -4.030 0.584  -0.7434
N2 2.106 -7.442 3.379  -0.7294
H12 4.207 -5.558 3.876  0.3492
H13 4.156 -5.236 2.116  0.3193
H14 4.489 -6.833 2.598  0.3692
H15 1.948 -5.297 3.125  0.1886
H16 0.917 -6.471 1.168  0.3767
H17 2.538 -7.229 0.843  0.3703
H18 1.570 -3.574 -0.403  0.3486
H19 1.732 -3.325 1.380  0.1898
H20 0.404 -4.086 0.645  0.3819
H21 2.096 -7.442 4.389  0.2465
H22 1.124 -7.633 3.242  0.2309
C9 -4.686 0.843 1.204  -1.1921
C10 -4.802 -0.361 0.203  0.0807
C11 -6.057 -0.300 -0.744  -0.7246
O3 -5.955 0.928 -1.466  -0.2818
C12 -7.022 1.142 -2.413  -0.8056
N3 -3.535 -0.268 -0.454  -0.5324
H23 -4.016 0.589 2.025  0.2213
H24 -5.640 1.109 1.660  0.4313
H25 -4.379 1.737 0.661  0.2800
H26 -4.982 -1.277 0.766  0.4029
H27 -6.959 -0.277 -0.133  0.3725
H28 -6.130 -1.229 -1.309  0.4047
H29 -7.005 2.207 -2.644  0.2540
H30 -8.024 0.998 -2.009  0.3164
H31 -6.965 0.558 -3.332  0.3020
H32 -3.562 0.520 -1.086  0.2591
H33 -3.421 -1.093 -1.027  0.2447
C13 -0.970 1.693 1.903  -1.3556
C14 0.448 1.612 1.478  0.3735
C15 0.878 0.312 0.957  -0.7632
O4 0.696 -0.902 1.755  -0.3479
C16 1.610 -1.135 2.822  -0.8468
N4 0.808 2.705 0.533  -0.4709
H34 -1.541 1.502 0.994  0.2965
H35 -1.287 2.705 2.155  0.4036
H36 -1.221 0.997 2.703  0.3556
H37 1.013 1.854 2.378  0.2233
H38 1.955 0.385 0.802  0.3445
H39 0.478 0.154 -0.045  0.3841
H40 1.240 -1.929 3.471  0.2828
H41 1.913 -0.247 3.377  0.3093
H42 2.527 -1.507 2.366  0.3558
H43 0.518 3.625 0.834  0.3034
H44 0.119 2.595 -0.197  0.3521

The HOMO energy (spin up / spin down) comes out at -10.68 / -10.68 eV. Its energy above the lowest of the compared OMol25 structures with the same formula, charge and spin is 116.9 kJ/mol. Its spin multiplicity is 2. The orbital gap (spin up / spin down) is 8.338 / 1.607 eV. Its expectation value of S² is 0.755. The total charge is +1.